Run a
A cluster of 2 separate species, C2H6N6 in total. Source: the OMol25 dataset; level of theory: ωB97M-V with the def2-TZVPD basis set.

Each line ends with the Mulliken charge.
Positions of all 14 atoms, in Å:
H: -1.29 2.19 -3.00  0.25
N: 1.20 -1.26 2.06  -0.54
H: 1.00 -1.54 -1.17  0.31
C: -0.09 0.28 -0.64  0.36
N: -1.09 0.29 0.28  -0.39
H: -1.39 2.84 -1.00  0.24
H: 1.83 -2.06 2.21  0.25
H: 1.72 -0.19 1.78  0.30
C: -0.79 -0.58 1.10  0.02
N: 0.74 -0.86 -0.36  -0.18
N: 0.01 0.95 -1.83  -0.37
H: -1.58 -0.98 1.88  0.32
N: 0.34 -1.37 0.82  -0.09
N: -0.61 2.30 -2.12  -0.48

Computed properties:
- Charge: 0
- HOMO level: -7.92 eV
- LUMO: 0.3 eV
- HOMO-LUMO gap: 8.1856 eV

Run b
The molecule C2H6N6. Source: the OMol25 dataset; level of theory: ωB97M-V with the def2-TZVPD basis set.

Each line ends with the Mulliken charge.
Positions of all 14 atoms, in Å:
N: 0.33 1.56 0.18  -0.65
N: -2.23 -0.69 0.16  -0.44
H: -2.23 1.15 -0.90  0.32
N: 2.33 -0.35 -0.24  -0.41
N: 1.27 -1.20 0.10  -0.40
H: 3.23 -0.50 0.30  0.28
H: -0.32 2.48 0.08  0.33
H: 0.00 1.05 1.15  0.32
N: -1.70 0.53 -0.09  -0.16
C: -1.28 -1.55 -0.15  -0.32
H: -1.17 -2.50 0.34  0.34
H: 1.93 0.53 -0.04  0.33
N: -0.26 0.49 -0.62  -0.22
C: 0.07 -1.00 -0.29  0.68

Computed properties:
- Charge: 0
- HOMO level: -8.33 eV
- LUMO: 0.1 eV
- SMILES string: N/N=c1/cn[nH]n1N
- HOMO-LUMO gap: 8.3820 eV

Most stable: run b

Run a
The molecule C2H6N6. Source: the OMol25 dataset; level of theory: ωB97M-V with the def2-TZVPD basis set.

Each line ends with the Mulliken charge.
Positions of all 14 atoms, in Å:
H: 0.46 1.90 0.63  0.23
H: 2.29 0.90 0.10  0.32
N: 2.36 -0.30 0.13  -0.45
H: -0.13 2.05 -0.93  0.24
H: -2.43 0.83 0.92  0.27
N: -0.84 -2.04 -0.09  -0.39
N: -2.47 0.06 0.00  -0.61
H: -3.31 -0.70 0.35  0.31
C: 1.10 -0.73 0.02  0.35
N: 0.37 1.46 -0.22  -0.90
N: -0.07 0.14 -0.24  0.46
N: 0.69 -1.97 -0.16  -0.53
H: 3.13 -0.94 -0.22  0.28
C: -1.14 -0.66 -0.28  0.40

Computed properties:
- Charge: 0
- HOMO level: -7.97 eV
- LUMO: 0.3 eV
- SMILES string: Nc1nnc(N)n1N
- HOMO-LUMO gap: 8.2544 eV

Run b
The molecule C2H6N6. Source: the OMol25 dataset; level of theory: ωB97M-V with the def2-TZVPD basis set.

Each line ends with the Mulliken charge.
Positions of all 14 atoms, in Å:
H: -0.95 -1.86 -1.05  0.30
C: 0.23 0.59 0.75  0.74
H: -0.21 1.29 -1.52  0.34
N: -0.77 -0.38 2.46  -0.27
H: 0.54 -1.96 -0.22  0.26
N: -1.28 -0.94 1.22  -0.30
H: -1.32 -2.02 1.24  0.28
N: 0.15 0.41 2.15  -0.22
N: -0.67 -0.34 0.19  0.24
N: 0.95 1.42 0.16  -0.50
C: 0.81 1.58 -1.33  -0.77
N: -0.03 -1.29 -0.70  -0.65
H: 1.52 0.92 -1.76  0.26
H: 1.05 2.59 -1.59  0.30

Computed properties:
- Charge: 0
- HOMO level: -8.74 eV
- LUMO: 0.0 eV
- SMILES string: C/N=c1/nn[nH]n1N
- HOMO-LUMO gap: 8.7612 eV

Most stable: run b